1.
Formula: C11H16BrCsN2S4Sb
Source: the OMol25 dataset
Level of theory: wB97M-V/def2-TZVPD

```
36
Properties=species:S:1:pos:R:3:forces:R:3
Cs -0.1810 -0.7376 0.3055 0.0 0.4 0.4
S 0.4014 -2.6550 -5.1439 0.0 0.0 0.0
Sb 0.6029 -2.8947 -2.8619 0.1 -0.1 0.0
S -1.4402 -2.8642 -1.7066 -0.2 -0.3 -0.2
S 2.1043 -1.4062 -1.8463 0.2 -0.1 -0.2
Br 0.6123 0.9836 8.0732 0.0 0.0 0.0
C 0.2441 0.7571 6.2030 0.0 0.0 -0.1
C 1.2883 0.6291 5.3066 0.0 0.0 0.1
C 0.9891 0.4811 3.9523 -0.1 0.1 -0.1
C -0.3125 0.4643 3.3960 0.0 0.0 0.3
C -1.3019 0.5678 4.3959 0.0 0.0 0.0
C -1.0654 0.7167 5.7641 0.0 0.0 0.1
H 2.3138 0.6433 5.6587 0.0 0.0 0.0
H 1.8566 0.3726 3.2994 0.0 0.0 -0.1
H -2.3587 0.5316 4.1207 0.0 0.0 -0.1
H -1.8828 0.7988 6.4731 0.0 0.0 0.0
C -4.0185 2.3877 -0.7709 0.0 0.0 -0.1
N -3.1564 2.4671 0.3884 0.0 0.1 0.0
C -3.1819 1.2782 1.2325 0.0 0.0 0.1
C -2.1181 3.3474 0.4147 0.0 -0.2 0.0
S -1.6387 4.2109 -0.9359 0.0 0.1 0.0
N -1.4743 3.4452 1.6149 -0.1 0.1 0.0
C -0.1302 3.9789 1.6629 0.0 -0.2 0.0
C -2.2281 3.6286 2.8435 0.0 0.0 0.0
H -4.9746 1.9645 -0.4568 0.0 0.0 0.0
H -3.5879 1.7476 -1.5482 0.0 0.0 0.0
H -4.1699 3.3793 -1.1909 0.0 0.0 0.0
H -3.2407 0.3954 0.5886 0.0 0.0 0.0
H -4.0594 1.2755 1.8862 0.0 0.0 0.0
H -2.2790 1.2158 1.8417 0.0 -0.1 0.0
H 0.4469 3.5208 0.8643 0.1 0.2 0.0
H 0.3022 3.6728 2.6154 0.0 0.0 0.0
H -0.1066 5.0683 1.5573 0.0 0.0 0.0
H -3.2466 3.2730 2.7254 0.0 0.0 0.0
H -2.2635 4.6971 3.0975 0.0 0.0 0.0
H -1.7511 3.0820 3.6557 0.0 -0.1 0.0
```
Forces are in eV/Å.

Summary:
Calculated total energy (eV): -135117.0380
Total charge: -2
2S+1: 2
Lowest unoccupied orbital energy (spin up / spin down) (eV): 3.658 / 3.653
ΔE to the lowest compared entry with this formula, charge and spin (kcal/mol): 0.8
Highest occupied orbital energy (spin up / spin down) (eV): -0.7 / -1.7

***

2.
Formula: C12H38N2O7
Source: the OMol25 dataset
Level of theory: wB97M-V/def2-TZVPD

```
59
Properties=species:S:1:pos:R:3:forces:R:3
C -1.9483 5.5190 -0.0664 -0.5 -1.5 1.0
C -1.6343 4.0820 0.3826 -0.6 2.2 1.2
O -0.2523 4.0430 0.4596 0.6 0.3 -0.4
H -1.5433 5.6120 -1.0234 0.4 0.5 -1.7
H -1.5393 6.2830 0.5566 0.7 0.2 0.7
H -2.9963 5.6870 -0.0474 -1.1 0.1 -0.4
H -2.1083 3.3490 -0.2444 0.1 -0.5 -0.8
H -2.0743 3.9130 1.3716 -0.1 0.0 0.2
H -0.0403 3.1410 0.6556 0.6 -1.2 0.2
C 0.3347 -0.3920 -2.5774 -0.4 1.0 1.4
C 1.8297 -0.4110 -2.7794 -1.6 -1.8 -1.5
O 2.1657 -1.8040 -2.8454 1.0 0.3 -1.7
H -0.2173 -0.5000 -3.4954 -0.1 -0.5 -0.4
H 0.0297 0.5940 -2.1764 0.0 -0.4 0.1
H 0.0837 -1.1960 -1.8414 -0.1 0.8 -0.5
H 2.3577 0.0110 -1.9974 1.0 1.2 1.7
H 2.0677 0.1060 -3.7174 0.4 -0.5 0.1
H 2.1137 -2.1710 -1.9744 -0.2 -0.1 0.8
C -4.0813 -0.9470 -0.8354 0.0 0.1 1.0
C -3.6433 0.2750 -1.6244 0.9 -2.0 0.4
O -4.2143 1.4110 -1.1144 -0.1 1.7 1.2
H -5.1573 -1.1540 -0.9434 0.4 0.0 0.2
H -3.7903 -0.9080 0.2376 -0.5 0.5 -0.5
H -3.4773 -1.7830 -1.1414 -0.1 -0.6 -0.7
H -4.0313 0.1680 -2.5924 -0.2 -0.5 -1.9
H -2.5333 0.1940 -1.6854 -0.4 0.8 0.2
H -3.9073 2.1810 -1.6044 0.0 0.0 0.0
C 2.6437 1.7380 2.0396 -1.8 0.1 0.0
C 4.0117 1.4820 2.5916 0.4 2.9 -0.1
O 4.5157 0.3150 2.0906 0.6 -2.1 -0.4
H 2.5587 1.6020 0.9346 0.5 0.2 0.8
H 2.2337 2.7500 2.2816 0.6 -0.7 -0.1
H 1.9267 1.0220 2.4766 0.3 0.2 -0.2
H 4.0847 1.5220 3.6766 -0.4 -0.2 0.2
H 4.6637 2.2940 2.2496 0.0 0.2 0.0
H 5.4537 0.3500 1.9246 0.3 0.2 0.1
C -0.9403 -3.8540 1.4456 1.5 -0.7 0.2
C -1.3733 -3.5150 -0.0014 -0.1 -0.8 1.7
O -0.4113 -3.7960 -0.9754 0.2 -0.7 -1.4
H -0.1223 -3.1960 1.8496 -1.0 0.1 -0.7
H -0.3843 -4.8500 1.5216 -1.4 0.8 -0.2
H -1.8133 -3.7620 2.1356 0.7 -0.4 -0.6
H -1.5433 -2.4900 -0.0314 -0.5 2.1 0.1
H -2.2923 -3.9960 -0.3014 -0.5 -0.5 0.4
H -0.8963 -3.7520 -1.8254 0.9 0.0 0.5
C 2.3127 -2.0120 0.5476 -6.4 5.3 2.7
O 1.2537 -1.2210 0.9276 4.0 -2.8 -1.3
N 3.5297 -1.7370 0.7716 5.2 0.6 0.5
N 2.1057 -3.1000 -0.0744 -2.5 -4.8 -3.1
H 3.8357 -0.9230 1.3436 -0.3 -0.6 -0.6
H 4.2247 -2.4030 0.3456 -0.9 1.4 1.1
H 1.1117 -3.3590 -0.3054 1.4 0.2 0.0
H 2.8697 -3.6590 -0.4704 -0.8 0.3 0.5
C -1.2753 0.5190 0.9516 1.4 -1.4 -0.7
O -0.0893 1.3170 0.7846 -1.5 0.7 0.0
H -1.2583 0.0700 1.9356 -0.3 0.1 0.5
H -1.1283 -0.3340 0.2606 -0.5 0.3 0.2
H -2.2203 0.9930 0.7366 0.1 0.7 0.0
H 0.6197 0.6800 0.8286 0.7 -0.7 0.0
```
Forces are in eV/Å.

Summary:
Calculated total energy (eV): -30370.5357
Total charge: 0
Lowest unoccupied orbital energy (eV): 0.327
ΔE to the lowest compared entry with this formula, charge and spin (kcal/mol): 32.8
Highest occupied orbital energy (eV): -9.3

***

3.
Formula: C4H7NO
Source: the OMol25 dataset
Level of theory: wB97M-V/def2-TZVPD

```
13
Properties=species:S:1:pos:R:3:forces:R:3
O 1.0780 -0.5383 1.4843 0.0 -0.1 0.0
C 0.2930 -0.2119 0.3280 -0.1 -0.1 -0.1
C 0.0719 -1.6772 0.2175 0.0 0.0 0.2
N -0.8163 0.7400 -1.0986 -0.1 0.1 -0.2
C -0.9079 0.7082 0.4032 -0.2 0.0 0.2
C 0.6614 0.5284 -0.9514 0.3 0.0 -0.1
H 1.8811 -0.9951 1.1863 -0.1 0.1 0.0
H -1.1514 -0.1777 -1.4065 -0.2 0.4 -0.1
H -0.8715 -1.8694 0.7706 0.3 -0.1 0.1
H -0.6972 1.7145 0.7842 0.0 -0.2 0.0
H -1.8314 0.3167 0.8432 0.1 0.1 -0.2
H 1.1440 -0.0371 -1.7524 -0.1 0.0 0.1
H 1.1461 1.4990 -0.8083 0.0 -0.2 0.1
```
Forces are in eV/Å.

Summary:
Calculated total energy (eV): -7793.4891
Total charge: 0
Lowest unoccupied orbital energy (eV): -0.031
ΔE to the lowest compared entry with this formula, charge and spin (kcal/mol): 141.9
Highest occupied orbital energy (eV): -9.0

***

4.
Formula: C3O4S
Source: the OMol25 dataset
Level of theory: wB97M-V/def2-TZVPD

```
8
Properties=species:S:1:pos:R:3:forces:R:3
C 0.3392 -0.3761 -0.3490 0.1 0.6 1.0
C -0.6719 0.6076 -0.9653 0.6 -2.0 -0.8
C 0.1745 -0.3829 1.2049 -0.4 -1.3 -0.8
O -1.6925 0.2114 -1.5495 -0.2 0.3 0.0
O 1.1445 0.1218 1.7676 0.2 0.4 1.1
O -0.1705 1.7110 -0.7601 -0.3 1.7 0.0
O -0.8709 -0.9408 1.6406 0.6 0.5 0.0
S 1.7476 -0.9520 -0.9893 -0.6 -0.3 -0.5
```
Forces are in eV/Å.

Summary:
Calculated total energy (eV): -22135.6541
Total charge: -2
Lowest unoccupied orbital energy (eV): 5.858
ΔE to the lowest compared entry with this formula, charge and spin (kcal/mol): 0.0
Highest occupied orbital energy (eV): 0.2

***

5.
Formula: C5H19NO4
Source: the OMol25 dataset
Level of theory: wB97M-V/def2-TZVPD

```
29
Properties=species:S:1:pos:R:3:forces:R:3
C 1.5509 0.1840 -0.2614 -1.3 1.4 -0.6
N 0.5095 0.0412 0.7640 0.1 -0.5 0.9
C -0.1399 -1.2592 0.8086 1.3 -1.0 -0.3
C -0.3758 1.1943 0.6338 0.8 0.4 -1.4
C -0.3614 1.5805 -0.8890 -0.4 -0.5 0.5
C 0.7709 0.7653 -1.4733 0.1 -1.4 -0.6
H 2.2134 0.9655 0.1053 0.6 -0.4 0.0
H 2.0105 -0.7434 -0.5850 0.4 -0.1 0.6
H -0.7056 -1.5950 -0.0690 -0.4 0.5 0.0
H 0.6829 -1.9703 0.8724 0.0 -0.2 -0.2
H -0.6405 -1.4939 1.7405 -0.6 0.6 0.1
H -1.3876 0.9181 0.8502 -0.4 0.0 0.9
H 0.0308 2.0234 1.2099 -0.4 0.0 0.3
H -1.3444 1.3003 -1.2567 0.1 -0.1 -0.4
H -0.2559 2.6226 -1.1071 0.2 0.8 0.3
H 1.3828 1.2373 -2.2364 0.2 0.5 0.2
H 0.3939 -0.1259 -1.9972 -0.3 0.2 0.0
H 2.5330 -2.2329 1.8337 0.2 -0.3 0.1
H 2.0046 -1.0683 2.5708 -0.1 -0.1 0.2
O 2.3390 -1.9622 2.7371 0.0 0.4 -0.3
H 2.8672 1.1269 3.3127 0.5 0.4 0.2
H 1.7022 1.0062 2.4471 -0.3 0.5 -0.5
O 2.3874 1.6614 2.6710 -0.3 -0.9 0.2
H -2.4887 0.8494 -3.1667 0.4 -0.1 -0.2
H -1.7717 -0.5685 -3.1343 0.9 0.1 -0.5
O -2.5275 -0.0626 -2.8752 -1.2 0.0 0.5
H -3.4294 -1.3090 -1.8244 -0.1 -0.5 0.1
H -4.1762 -1.1989 -0.5661 -0.1 -0.4 0.2
O -3.7745 -1.8862 -1.1157 0.0 0.9 -0.2
```
Forces are in eV/Å.

Summary:
Calculated total energy (eV): -15172.4874
Total charge: 0
Lowest unoccupied orbital energy (eV): 0.354
ΔE to the lowest compared entry with this formula, charge and spin (kcal/mol): 33.4
Highest occupied orbital energy (eV): -9.0

***

6.
Formula: C10H12BrNO2S
Source: the OMol25 dataset
Level of theory: wB97M-V/def2-TZVPD

```
27
Properties=species:S:1:pos:R:3:forces:R:3
C -0.9016 -2.1128 -1.1546 1.9 0.3 -2.9
C -0.9763 -1.6084 1.1249 0.3 1.4 2.0
C 0.2975 -1.4137 -1.3986 -0.5 -0.2 2.7
C 0.2585 -0.9674 1.0507 0.0 -0.8 0.7
C -1.5666 -2.1500 0.0285 0.0 -0.5 0.4
C 0.8451 -0.8783 -0.2078 -0.1 -0.2 -1.4
C 1.2969 3.7277 -0.2413 1.4 0.7 -0.2
C 0.1858 3.0802 0.4438 0.3 -0.4 1.3
C 1.5851 2.2619 0.2231 -0.1 1.1 -0.1
C -2.8180 -2.9241 0.1329 -0.3 0.5 -3.5
N 1.8037 1.3606 -0.7487 -0.9 0.3 -0.1
O 2.8403 -0.3225 1.0669 0.9 1.4 -1.2
O 3.2092 -0.4661 -1.4249 0.1 -0.5 0.2
S 2.3944 -0.0973 -0.3066 0.2 -1.2 1.2
Br -2.9725 1.8312 -0.3232 -0.1 -0.1 0.0
H -1.2159 -2.7330 -1.9720 -0.7 -0.1 -0.3
H -1.4834 -1.6347 2.1088 0.3 -0.2 -0.6
H 0.9222 -1.3983 -2.2948 -0.6 -0.1 0.1
H 0.8146 -0.7638 2.0063 -0.7 0.3 -1.4
H 1.2234 4.0372 -1.3122 0.2 -0.8 1.0
H 2.0902 4.2748 0.3375 -1.5 0.2 -0.5
H -0.0894 3.3964 1.4883 0.6 -0.7 -1.1
H -0.6467 2.6136 -0.0895 0.5 0.4 -0.3
H 2.2406 2.1640 1.0780 -0.3 0.2 0.5
H -3.1164 -3.0572 1.0946 -0.9 -0.3 2.9
H -3.5998 -2.2833 -0.4070 0.7 -1.5 0.5
H -2.6208 -3.9365 -0.3029 -0.7 0.9 0.0
```
Forces are in eV/Å.

Summary:
Calculated total energy (eV): -97022.0039
Total charge: 0
Lowest unoccupied orbital energy (spin up / spin down) (eV): -1.788 / -3.988
ΔE to the lowest compared entry with this formula, charge and spin (kcal/mol): 144.3
Highest occupied orbital energy (spin up / spin down) (eV): -9.5 / -8.8

***

7.
Formula: C4H8O2
Source: the OMol25 dataset
Level of theory: wB97M-V/def2-TZVPD

```
14
Properties=species:S:1:pos:R:3:forces:R:3
C -1.5144 0.0144 1.1152 0.1 0.9 -0.8
C -0.2936 0.3164 0.6636 -1.3 0.5 0.1
O 1.0051 -1.6784 1.0703 -1.3 -0.8 0.7
C 0.1002 -0.0410 -0.7269 0.2 -0.2 -0.9
O -0.1177 -1.0582 -1.3399 -0.9 -1.0 0.6
C 0.8054 1.0224 -1.4239 0.6 1.7 -0.1
H -2.1786 -0.4996 0.4288 -0.1 -0.3 0.4
H -1.8976 0.5147 1.9956 -0.1 -0.4 0.1
H 0.0861 -1.4917 1.4498 2.1 -0.7 -0.7
H 0.3223 1.0190 1.2224 0.1 -0.3 -0.2
H 0.8072 -2.1220 0.2206 0.1 0.2 0.6
H 0.1076 1.8372 -1.5937 -0.1 0.3 0.1
H 1.2473 0.7889 -2.3894 0.0 -0.4 0.3
H 1.5207 1.3779 -0.6924 0.6 0.5 -0.2
```
Forces are in eV/Å.

Summary:
Calculated total energy (eV): -8371.1479
Total charge: 0
Lowest unoccupied orbital energy (eV): 0.479
ΔE to the lowest compared entry with this formula, charge and spin (kcal/mol): 49.2
Highest occupied orbital energy (eV): -9.9